Record 1
47
Properties=species:S:1:pos:R:3:forces:R:3 method="wB97M-V/def2-TZVPD" largest_force_ev_per_a=4.844 homo_ev=-7.38
I -1.752 0.727 3.033 0.0 0.4 -0.2
S -1.666 2.350 -2.435 0.2 -0.7 1.2
S -1.938 -3.227 -5.271 0.8 -2.0 -0.4
P -1.877 1.527 -0.704 -2.0 0.9 -2.0
F -2.679 -0.922 -6.459 0.2 -0.5 0.4
F -2.033 -0.682 -4.405 -0.1 -0.4 -0.2
F -3.982 -1.523 -4.839 0.5 -0.3 -0.1
O -0.565 -3.024 -5.723 -0.8 0.6 0.3
O 2.414 0.693 -2.512 -1.4 -1.8 2.2
O -2.038 -3.700 -3.891 -0.2 0.9 -0.3
O -2.598 2.727 0.321 0.6 -3.0 -0.5
O -2.904 0.144 -0.695 1.1 2.7 1.8
O -2.759 -3.982 -6.210 0.1 1.0 0.5
O 0.293 -0.450 -3.083 1.7 2.3 2.4
O 2.884 2.797 0.503 -4.0 -1.9 2.0
N -1.090 -2.187 2.117 1.1 1.3 -1.4
N -0.789 0.159 1.304 0.8 -3.5 0.8
C 0.393 2.438 0.523 0.9 0.1 0.5
C 2.447 0.037 5.220 -0.6 2.3 -3.3
C 1.878 2.318 1.098 2.7 0.8 -0.7
C -0.636 -1.168 1.163 0.4 -0.5 -1.6
C -0.259 0.998 0.141 -0.1 0.4 0.6
C 2.096 1.569 2.484 0.2 -1.6 3.2
C 0.681 -0.090 -0.541 1.6 -1.1 0.1
C 2.948 0.282 2.563 -1.6 1.4 2.9
C 1.462 2.104 3.803 1.2 -2.6 0.6
C 1.620 1.367 5.169 1.8 -1.8 -3.4
C 0.085 -1.572 -0.237 -0.5 2.1 0.9
C -2.687 -1.524 -5.244 -0.6 0.7 -0.2
C 3.110 -0.459 3.912 -1.7 2.4 -0.1
B 1.182 0.094 -2.076 -1.0 -0.2 -3.4
H -0.665 -1.958 -1.018 0.9 0.6 1.1
H 0.426 3.125 -0.401 -0.1 -1.4 1.2
H -0.214 -2.537 2.560 -0.8 0.3 -0.1
H 3.454 -0.119 1.627 -0.7 0.6 1.5
H 3.091 0.435 -1.838 -0.5 0.9 -0.8
H 0.824 3.061 3.829 1.2 -1.6 -0.3
H -1.458 -2.992 1.573 0.4 0.7 0.2
H 2.550 -0.541 6.204 -0.1 1.0 -1.8
H 0.953 -2.312 -0.116 -1.5 1.0 0.1
H 1.122 1.776 6.109 0.8 -0.6 -1.5
H 1.692 -0.147 0.028 -1.7 0.7 -0.2
H 3.744 -1.407 3.916 -1.0 1.5 0.1
H 0.230 0.196 -3.821 0.1 -1.0 0.1
H -3.260 2.315 0.920 0.5 0.5 -0.3
H -3.504 0.278 0.087 0.4 -0.6 -1.0
H -0.225 3.002 1.310 0.7 -1.1 -1.1

=====

Record 2
41
Properties=species:S:1:pos:R:3:forces:R:3 method="wB97M-V/def2-TZVPD" largest_force_ev_per_a=3.892 homo_ev=-9.23
S -1.083 3.141 -2.593 -0.1 1.3 -3.7
S 1.335 -2.796 1.662 -0.1 2.1 -0.9
O 0.270 3.678 -2.731 -1.0 -0.6 2.0
O -4.193 -1.814 -2.511 0.1 -0.6 0.3
O 2.129 -5.434 3.391 0.0 0.0 -0.1
O -1.630 2.888 -3.937 -0.3 -0.5 2.0
O 0.279 3.429 0.852 0.5 -0.8 -1.5
O -1.785 -2.884 1.316 0.2 0.3 -0.3
N -3.022 -2.730 -0.642 0.7 -0.6 -0.2
N 0.211 -0.228 1.498 0.6 -1.0 -2.3
N 2.189 2.286 -0.202 -1.1 -1.1 -0.8
C -0.564 0.057 0.306 -2.0 0.6 -2.3
C -2.394 -0.601 -1.367 1.8 2.0 1.2
C 2.921 1.514 0.841 0.4 0.7 0.5
C -2.045 -2.260 0.334 -0.5 1.4 -1.0
C -2.257 4.332 -1.825 0.1 -0.4 1.5
C -1.564 -0.876 -0.186 -0.5 0.8 -0.9
C 1.882 -6.313 4.482 -0.1 0.3 0.0
C 2.505 1.822 -1.573 1.5 -0.3 -0.5
C -3.381 -1.774 -1.639 2.3 1.5 0.7
C 0.808 -1.312 1.407 -0.5 -1.2 2.2
C -1.189 1.613 -1.623 -0.9 -2.9 1.5
C -2.207 0.642 -2.068 0.4 0.0 0.7
C -0.378 1.314 -0.451 -0.8 -0.7 -0.1
B 0.744 2.352 0.068 0.1 1.2 0.7
H 2.253 1.397 1.729 0.7 -0.1 -0.6
H 1.696 -4.598 3.596 0.1 -0.1 0.0
H 0.806 -6.468 4.599 0.0 -0.1 0.1
H 2.362 -7.267 4.275 0.0 0.1 -0.1
H -2.633 -3.609 -1.003 -1.1 0.0 0.1
H 3.283 0.515 0.468 -0.6 0.8 0.4
H 1.870 0.974 -1.945 0.3 0.7 0.3
H 3.813 2.119 1.162 -0.7 -0.7 -0.2
H -2.841 0.897 -2.949 0.7 -0.3 0.8
H -2.008 4.409 -0.730 -0.1 0.0 -1.0
H -3.297 3.911 -1.879 1.1 0.4 -0.3
H 0.908 4.148 0.639 -0.2 -0.4 0.7
H -2.167 5.344 -2.286 0.1 -1.1 0.0
H 2.511 2.641 -2.337 -0.3 -0.6 0.9
H 3.565 1.433 -1.549 -1.0 0.3 -0.1
H 2.298 -5.891 5.401 0.0 -0.2 0.1

=====

Record 3
36
Properties=species:S:1:pos:R:3:forces:R:3 method="wB97M-V/def2-TZVPD" largest_force_ev_per_a=2.828 total_charge=+1 s2=3.7588 homo_ev="-11.40 / -11.40" spin_multiplicity=4
Br -5.646 -8.500 1.625 0.2 -0.2 -0.2
Co -12.784 -10.581 -2.238 -1.0 -0.2 0.2
S -13.354 -12.978 -2.198 -0.7 -0.2 -0.3
S -12.461 -10.691 -4.579 -0.1 -0.8 -0.8
S -15.214 -10.201 -2.666 0.3 -0.9 0.2
O -11.724 -9.309 -1.157 -0.7 0.4 0.0
O -10.954 -11.221 -1.812 1.0 0.3 0.6
C -9.486 -9.761 -0.582 -1.2 -0.1 0.0
C -12.467 -13.357 -3.765 -1.2 0.2 0.8
C -8.192 -8.124 0.557 -0.3 1.6 -0.5
C -15.641 -11.828 -3.428 1.6 0.2 -0.7
C -13.978 -9.900 -5.201 -0.3 -0.2 -0.2
C -9.378 -8.493 -0.076 0.9 1.6 0.9
C -14.871 -9.261 -4.135 1.3 1.2 -0.1
C -10.750 -10.120 -1.180 -0.4 -0.8 -1.2
C -7.172 -9.036 0.648 0.2 -1.7 0.5
C -12.784 -12.506 -4.979 -0.3 0.1 0.6
C -7.293 -10.374 0.164 -0.6 1.6 -0.9
C -15.156 -13.034 -2.648 0.0 0.2 1.4
C -8.490 -10.695 -0.514 2.8 -0.1 0.5
H -12.719 -14.383 -3.986 0.3 -0.4 -0.1
H -14.339 -8.379 -3.758 -0.3 0.1 0.1
H -16.697 -11.833 -3.396 -1.2 -0.2 -0.6
H -15.724 -13.043 -1.643 1.0 -0.5 -1.5
H -13.876 -12.646 -5.273 1.9 0.2 -0.1
H -10.142 -7.713 -0.169 0.1 -0.7 -0.1
H -11.437 -13.260 -3.462 0.5 -0.1 0.0
H -8.003 -7.051 0.846 -0.4 -1.4 -0.1
H -14.602 -10.706 -5.603 0.6 0.5 -0.8
H -8.511 -11.589 -1.117 -0.4 -0.3 0.3
H -15.358 -13.931 -3.258 0.0 0.2 0.6
H -15.788 -8.912 -4.574 -0.4 0.1 -0.3
H -15.201 -11.893 -4.473 -1.2 0.4 1.5
H -6.404 -10.993 0.108 -0.3 -0.1 0.3
H -12.031 -12.876 -5.699 -0.8 0.7 -0.3
H -13.624 -9.161 -5.958 -0.8 -0.6 0.5

=====

Record 4
34
Properties=species:S:1:pos:R:3:forces:R:3 method="wB97M-V/def2-TZVPD" e_above_lowest_kcal_mol=0.00 largest_force_ev_per_a=0.766 smiles="O=C(O)CCCCCNC(=O)c1ccc(Br)cc1" homo_ev=-9.34
Br -4.554 1.755 -1.503 0.2 -0.1 0.1
O 5.863 1.009 0.163 0.0 0.1 -0.2
O 0.453 -1.392 1.952 0.0 0.2 0.3
O 6.460 0.648 2.277 0.4 -0.1 0.7
N 0.755 -2.377 -0.060 0.0 -0.2 -0.2
C -1.011 -0.767 0.190 -0.2 0.2 0.0
C 0.128 -1.530 0.787 -0.1 -0.1 -0.2
C -1.831 -1.290 -0.805 0.2 0.1 0.1
C 3.679 -0.849 1.525 -0.1 0.2 -0.2
C 3.209 -2.552 -0.315 -0.3 0.2 0.1
C 4.150 0.586 1.813 0.1 -0.2 0.1
C 3.460 -1.084 0.031 0.1 -0.3 0.1
C -2.314 1.261 0.193 -0.1 0.0 -0.1
C 1.935 -3.119 0.321 0.3 -0.2 0.0
C -1.271 0.505 0.692 0.1 -0.2 0.0
C 5.551 0.784 1.303 -0.1 0.2 -0.3
C -2.885 -0.546 -1.303 -0.1 0.1 -0.1
C -3.111 0.727 -0.806 -0.2 0.1 -0.1
H -2.511 2.250 0.577 0.0 0.1 0.0
H 2.744 -1.008 2.064 0.1 -0.1 0.0
H -3.528 -0.951 -2.070 0.0 0.0 0.0
H 3.138 -2.651 -1.401 0.1 -0.1 0.0
H 1.995 -3.073 1.409 0.0 -0.1 -0.1
H 3.486 1.291 1.312 0.1 0.0 0.0
H 4.338 -0.745 -0.521 -0.1 0.0 0.0
H 2.612 -0.480 -0.302 0.0 0.1 -0.1
H -0.644 0.889 1.482 0.0 0.0 0.1
H 7.358 0.750 1.922 -0.3 0.0 -0.2
H 4.421 -1.554 1.908 0.0 -0.1 0.1
H 4.141 0.766 2.887 -0.1 0.1 0.0
H 0.528 -2.352 -1.041 -0.1 0.1 0.1
H -1.676 -2.292 -1.177 0.0 -0.1 0.0
H 4.053 -3.157 0.020 0.1 -0.1 -0.1
H 1.809 -4.163 0.018 0.0 0.1 0.1

=====

Record 5
37
Properties=species:S:1:pos:R:3:forces:R:3 method="wB97M-V/def2-TZVPD" largest_force_ev_per_a=4.259 total_charge=+1 s2=0.7639 homo_ev="-11.14 / -11.14" spin_multiplicity=2
Cl 3.537 -0.247 0.784 0.4 -0.2 0.3
Cl -3.487 3.480 2.443 -0.8 0.1 -0.4
Cl 3.318 2.139 -0.928 0.2 0.0 -0.1
Cl -2.098 3.332 4.834 2.9 -2.2 2.3
Cl -0.974 0.190 -0.643 -0.4 0.0 -0.1
Cl -0.869 0.325 2.210 -0.3 0.2 0.3
N 1.022 -2.486 2.692 1.5 -1.2 1.5
N -0.469 -0.866 -4.882 -0.3 1.0 -0.6
C -1.011 -0.393 -7.146 -1.5 1.7 -0.6
C 3.235 -3.195 3.168 1.1 -0.3 -0.6
C -2.266 0.175 -6.780 2.1 -1.0 0.8
C 2.116 -2.055 4.793 -2.0 -0.6 2.1
C 2.675 1.245 0.429 -1.3 0.3 0.0
C -2.561 0.203 -5.411 -1.3 0.2 -2.5
C 2.085 -3.219 2.345 0.5 1.6 -0.7
C -0.112 -0.828 -6.197 -1.4 -0.6 1.7
C -1.665 -0.316 -4.533 2.2 0.0 0.2
C -1.707 0.943 0.784 0.0 0.8 -0.7
C 0.996 -2.011 3.921 -0.6 0.8 -0.6
C 3.240 -2.663 4.422 1.7 -0.3 -1.2
C -3.105 4.302 3.973 -1.2 1.5 -1.3
H 0.203 -1.340 4.215 -0.3 0.1 -0.2
H -2.591 5.210 3.658 -0.4 0.1 0.4
H -1.569 2.020 0.678 0.5 -0.2 0.3
H -3.943 4.436 4.657 -0.5 0.5 -1.0
H 2.028 -1.756 5.827 -0.3 0.9 -0.1
H -3.537 0.588 -5.154 0.1 0.2 0.6
H 1.658 0.932 0.193 0.2 0.1 -0.2
H 4.163 -3.664 2.876 -0.3 -0.5 -0.6
H 2.243 -3.703 1.393 -1.0 -0.4 -0.1
H 4.183 -2.691 4.947 -0.2 0.1 0.6
H -2.792 0.841 0.813 0.2 -0.8 0.2
H 0.878 -1.201 -6.417 0.0 0.0 -0.2
H -1.769 -0.021 -3.499 -0.2 -0.8 0.4
H -2.848 0.647 -7.558 -0.4 -0.2 0.2
H -0.806 -0.259 -8.198 0.6 -0.5 -0.1
H 2.604 1.905 1.293 0.5 -0.3 0.0

=====

Record 6
36
Properties=species:S:1:pos:R:3:forces:R:3 method="wB97M-V/def2-TZVPD" e_above_lowest_kcal_mol=0.00 largest_force_ev_per_a=4.517 s2=0.7698 homo_ev="-8.62 / -8.79" spin_multiplicity=2
Se 1.927 0.391 -0.006 -0.6 1.0 0.3
Cu -2.098 -4.765 -1.296 0.0 -0.3 0.0
O -1.306 -6.402 -1.530 0.8 -1.0 0.7
O -0.321 -8.201 -0.578 0.0 1.1 0.0
O -2.328 -3.102 -0.404 2.7 1.9 3.1
O -0.793 -5.015 0.969 1.5 0.3 -0.7
O -1.383 -1.951 1.364 -1.2 0.0 -0.8
C -0.837 1.105 -1.240 -2.0 -1.8 -2.2
C 0.117 4.684 -0.538 0.6 -0.2 -0.2
C -1.364 -2.887 0.440 -3.3 -0.8 -2.3
C -0.374 6.079 -0.740 0.6 -0.5 -0.1
C 0.003 -6.124 0.523 0.1 -0.9 -0.1
C 1.127 4.467 0.392 0.6 0.9 1.1
C -0.068 2.290 -0.935 2.6 1.0 3.0
C 1.612 3.194 0.708 -1.1 0.4 0.1
C 1.050 2.103 0.004 -0.2 -0.5 -1.0
C 2.555 3.001 1.861 0.9 0.1 -0.8
C -0.577 -7.005 -0.607 -1.1 0.2 -1.0
C -0.199 -3.801 0.527 -0.6 1.3 0.8
C -0.435 3.600 -1.224 0.0 -0.8 -0.6
H 0.214 6.635 -1.437 0.4 0.1 -1.1
H -1.882 1.389 -1.470 0.3 -0.1 0.4
H 1.547 5.380 0.941 -0.6 -1.5 -0.7
H 2.102 2.433 2.683 0.0 0.1 -0.3
H 0.479 -3.256 1.201 0.3 -1.0 0.3
H -0.553 0.602 -2.185 0.3 0.2 0.3
H 0.985 -5.775 0.218 0.2 0.0 -0.1
H 3.347 2.346 1.394 -0.2 0.9 1.1
H 0.246 -3.769 -0.455 0.3 -0.8 -0.5
H -0.836 0.280 -0.498 0.2 0.9 -0.2
H 0.150 -6.827 1.325 0.0 0.0 0.6
H -1.109 3.709 -2.080 -0.3 0.4 0.6
H -0.229 6.660 0.135 -0.3 0.3 1.2
H 2.887 4.007 2.263 0.0 -1.3 -0.6
H -2.266 -1.524 1.317 0.4 0.1 0.1
H -1.389 6.047 -1.041 -1.0 0.3 -0.3

=====

Record 7
41
Properties=species:S:1:pos:R:3:forces:R:3 method="wB97M-V/def2-TZVPD" largest_force_ev_per_a=2.470 total_charge=+1 homo_ev=-12.32
Sc -0.699 0.447 0.613 -0.5 0.2 -2.4
S -2.427 -0.834 -0.738 0.2 -0.2 -0.1
F -2.397 2.368 0.650 0.3 0.4 0.0
F 2.023 5.329 -0.588 -0.1 0.0 0.0
F 2.088 2.593 -0.638 0.2 0.4 0.0
F -0.322 6.621 -0.014 0.1 -0.2 0.0
F -2.551 5.165 0.632 0.1 0.0 -0.1
O 1.298 0.633 3.887 -0.1 -0.1 -0.3
O -0.270 0.213 2.366 -0.8 -0.3 1.2
N -4.868 -0.107 -1.383 0.3 0.1 0.4
N 1.500 -0.324 0.392 0.0 0.0 -0.1
N -4.425 -0.153 0.913 0.2 0.0 -0.5
C -1.412 4.559 0.305 0.0 -0.3 0.1
C -0.164 2.450 -0.038 -0.2 1.5 0.2
C 0.941 3.242 -0.339 -0.5 -0.5 0.1
C -6.299 -0.336 -1.316 -0.4 -0.1 0.1
C -3.573 -0.588 2.001 0.6 -0.2 0.2
C -4.032 -0.301 -0.363 0.1 0.0 0.3
C -4.341 0.068 -2.722 0.3 0.1 -0.4
C -5.422 0.826 1.310 -0.4 0.3 0.1
C 0.960 0.249 2.805 2.1 -0.1 0.7
C -0.270 5.296 -0.019 -0.1 -0.3 0.1
C -1.300 3.180 0.292 0.5 -0.6 -0.3
C 2.003 -0.311 1.793 -0.1 0.2 0.8
C 0.922 4.634 -0.327 0.0 -0.3 0.0
H -4.942 1.572 1.948 0.0 0.0 0.0
H -4.075 -0.893 -3.167 -0.1 0.0 -0.1
H 2.071 0.336 -0.148 -0.4 -0.1 0.0
H -6.870 0.586 -1.442 0.1 0.0 0.0
H 2.913 0.286 1.893 -0.2 -0.2 0.0
H -3.450 0.696 -2.694 -0.2 -0.1 -0.1
H -5.100 0.556 -3.329 0.0 0.0 0.0
H -3.188 -1.596 1.807 0.0 0.4 0.1
H -4.170 -0.618 2.912 0.1 0.1 0.0
H 1.679 -1.243 -0.022 -0.1 0.3 0.1
H -6.572 -1.013 -2.126 0.0 0.0 0.0
H -6.225 0.350 1.873 0.0 0.0 0.0
H -5.840 1.340 0.452 0.0 0.0 0.0
H 2.220 -1.326 2.137 0.1 0.1 -0.1
H -6.570 -0.809 -0.376 0.0 0.0 0.0
H -2.725 0.123 2.178 -0.7 -0.5 0.0

=====

The calculation returns the following DFT total energy values, one per record and in order: -80985.3050; -52841.2621; -158005.5818; -91417.1650; -91844.1417; -133961.8949; -67424.6905 eV.
The calculation returns the following molar mass values, one per record and in order: 618.1; 385.2; 439.3; 314.2; 413.0; 394.8; 418.3 g/mol.